*one*
The ion C5H9N2 with charge +1, computed with the ωB97M-V functional and the def2-TZVPD basis.

CARTESIAN COORDINATES (ANGSTROEM)
H  0.59  -2.36  -1.74
H  -1.00  -0.33  -1.31
N  -0.47  -0.73  -0.65
C  -1.13  2.38  -0.40
H  -1.87  0.91  1.12
H  -0.33  3.18  -0.35
C  1.04  -0.54  0.95
H  -1.04  1.87  -1.38
C  0.45  -1.68  -0.88
H  2.40  -1.40  -0.37
N  1.49  -1.38  0.03
C  -0.26  -0.12  0.59
H  -2.21  2.75  -0.22
H  -0.33  1.90  1.38
H  1.58  0.16  1.67
C  -0.92  1.31  0.67

- SMILES: CCc1c[nH]c[nH+]1
- Molar mass: 97.14 g/mol
- Orbital gap: 9.611 eV
- Charge: +1
- LUMO: -4.306 eV

natural (NBO) population analysis, charges in e, atoms 1 to 4: number 1, H, carries 0.26; number 2, H, carries 0.44; number 3, N, carries -0.44; number 4, C, carries -0.61

*two*
The ion C5H9N2 with charge +1, computed with the ωB97M-V functional and the def2-TZVPD basis.

CARTESIAN COORDINATES (ANGSTROEM)
H  0.53  0.62  -3.08
C  -0.13  0.40  -2.23
H  1.62  1.40  1.13
H  0.20  2.36  1.39
H  -1.17  0.58  0.52
H  0.39  0.84  2.41
C  -0.08  -0.90  -1.44
H  -1.06  1.03  -2.17
N  0.43  0.21  -0.89
H  0.91  -1.41  1.29
C  -0.03  -1.09  0.84
H  -0.80  -2.65  -0.63
N  -0.36  -1.78  -0.53
C  0.54  1.31  1.39
C  -0.16  0.39  0.42
H  -0.84  -1.31  1.57

- SMILES: C[C@@H]1CNC2=[N+]1C2
- Molar mass: 97.14 g/mol
- Orbital gap: 10.625 eV
- Charge: +1
- LUMO: -4.604 eV

natural (NBO) population analysis, charges in e, atoms 1 to 4: number 1, H, carries 0.27; number 2, C, carries -0.16; number 3, H, carries 0.24; number 4, H, carries 0.25

*three*
The ion C5H9N2 with charge +1, computed with the ωB97M-V functional and the def2-TZVPD basis.

CARTESIAN COORDINATES (ANGSTROEM)
C  2.01  0.01  0.10
C  -0.20  0.29  -0.13
H  -1.29  1.33  1.22
C  0.25  -0.58  -1.08
H  -3.27  -0.58  0.15
H  -1.93  -1.34  0.96
H  -2.82  -0.07  1.85
H  -0.35  -1.00  -1.87
C  -2.49  -0.40  0.88
H  1.11  1.50  1.12
N  1.61  -0.66  -0.97
C  -1.53  0.73  0.35
H  -2.08  1.35  -0.34
N  0.95  0.67  0.57
H  2.20  -1.19  -1.61
H  3.05  0.01  0.37

- SMILES: CCc1c[nH]c[nH+]1
- Molar mass: 97.14 g/mol
- Orbital gap: 10.812 eV
- Charge: +1
- LUMO: -3.377 eV

natural (NBO) population analysis, charges in e, atoms 1 to 4: number 1, C, carries 0.25; number 2, C, carries 0.18; number 3, H, carries 0.22; number 4, C, carries -0.07

Which one is most stable, and which one is least stable? *three* is the most stable of them, while *two* is the least stable.

*one*
The ion C6H8N with charge +1, computed with the ωB97M-V functional and the def2-TZVPD basis.

CARTESIAN COORDINATES (ANGSTROEM)
H  0.57  1.91  -0.94
H  -0.03  -2.36  0.00
N  -1.63  -1.09  0.13
H  2.50  0.95  -0.25
H  2.40  -0.74  -0.73
C  -1.39  1.29  -0.14
C  -0.30  -1.36  0.39
C  -0.05  1.14  -0.45
C  -2.21  0.08  0.00
H  -1.87  2.15  -0.36
H  -0.11  -1.43  1.46
C  2.08  -0.08  0.07
C  0.61  -0.09  -0.04
H  -3.27  0.09  -0.10
H  2.70  -0.46  0.94

- Molar mass: 94.14 g/mol
- Orbital gap: 7.708 eV
- Charge: +1
- LUMO: -6.802 eV

natural (NBO) population analysis, charges in e, atoms 1 to 4: number 1, H, carries 0.27; number 2, H, carries 0.29; number 3, N, carries -0.27; number 4, H, carries 0.25

*two*
A structure of composition C6H8N, computed with the ωB97M-V functional and the def2-TZVPD basis.

CARTESIAN COORDINATES (ANGSTROEM)
N  1.86  0.24  -0.16
H  0.85  -1.25  -1.16
H  -2.54  -1.36  0.28
C  -0.38  1.07  0.17
C  -1.84  -0.59  -0.12
C  -0.44  -0.48  0.46
H  -0.52  -0.86  1.53
H  -0.70  1.82  0.90
H  1.40  2.33  -0.27
H  1.61  -1.54  0.59
H  -2.06  -0.70  -1.30
C  1.06  1.26  -0.28
C  1.02  -0.92  -0.13
H  2.90  0.18  -0.19
C  -2.22  0.80  -0.33

- Molar mass: 94.14 g/mol
- Orbital gap: 8.155 eV
- Charge: +1
- LUMO: -5.271 eV

natural (NBO) population analysis, charges in e, atoms 1 to 4: number 1, N, carries -0.45; number 2, H, carries 0.23; number 3, H, carries 0.29; number 4, C, carries -0.44

Which one is most stable, and which one is least stable? *one* is the most stable of them, while *two* is the least stable.

*one*
The ion C6H8N with charge +1, computed with the ωB97M-V functional and the def2-TZVPD basis.

CARTESIAN COORDINATES (ANGSTROEM)
C  0.78  -0.22  1.12
H  -1.54  -2.29  0.01
C  -0.79  -2.04  0.74
C  -1.84  0.66  -1.37
C  1.45  0.71  0.05
C  -0.81  0.92  -0.84
H  0.55  1.74  -1.90
H  2.55  0.55  -0.10
N  -0.33  -0.85  0.56
H  -0.12  -2.80  1.16
H  0.42  2.69  -0.48
H  -2.52  -0.16  -1.59
C  0.58  1.68  -0.75
H  1.42  -0.98  1.63
H  0.19  0.39  1.76

- Molar mass: 94.14 g/mol
- Orbital gap (alpha / beta): 6.461 / 4.539 eV
- Charge: +1
- LUMO (alpha / beta): -6.975 / -8.130 eV

natural (NBO) population analysis, charges in e, atoms 1 to 4: number 1, C, carries -0.37; number 2, H, carries 0.21; number 3, C, carries 0.01; number 4, C, carries -0.17

*two*
The ion C6H8N with charge +1, computed with the ωB97M-V functional and the def2-TZVPD basis.

CARTESIAN COORDINATES (ANGSTROEM)
C  1.39  0.60  -0.98
H  1.59  2.54  -0.38
C  -0.02  1.68  0.63
C  1.04  1.73  -0.14
C  -0.39  -1.13  -1.07
H  0.30  -1.52  0.72
H  2.41  0.45  -1.36
H  -1.31  -2.17  0.69
H  -2.03  1.87  1.19
H  -0.01  -3.04  -0.21
C  -0.94  1.64  1.55
H  -1.25  -1.33  -1.79
N  0.54  -0.31  -1.30
H  -0.95  0.97  2.38
C  -0.38  -1.98  0.07

- Molar mass: 94.14 g/mol
- Orbital gap: 9.428 eV
- Charge: +1
- LUMO: -5.110 eV

natural (NBO) population analysis, charges in e, atoms 1 to 4: number 1, C, carries 0.24; number 2, H, carries 0.26; number 3, C, carries 0.23; number 4, C, carries -0.41

Which one is most stable, and which one is least stable? *two* is the most stable of them, while *one* is the least stable.